Computed, not measured: 4 unconnected molecules or ions with the total composition C32H42N5O8S in a non-equilibrium geometry, with the ωB97M-V functional and the def2-TZVPD basis.

The energy comes out at -68512.409 eV. For the HOMO energy, the calculation gives -0.4194 hartree.

```
! wB97M-V def2-TZVPD RIJCOSX def2/J DEFGRID3
* xyz 1 1
C -4.327 7.094 -4.494
H 2.185 1.499 1.248
H -7.038 -0.299 -0.963
H 1.406 -7.566 0.088
C 4.759 -7.687 0.703
H -1.051 1.370 -3.299
C 7.103 2.994 1.733
H 1.692 -0.042 3.010
H 0.366 -3.092 1.717
C 1.296 0.852 0.925
H -1.938 2.774 1.471
H -6.410 -1.786 1.847
H -8.299 -0.714 0.357
H 0.180 -0.692 2.197
C 6.652 2.307 2.856
H -6.702 -2.603 0.232
N 5.248 -0.787 1.286
H -1.131 -0.877 -2.426
O -0.698 5.600 -1.513
N 0.080 1.713 1.009
C 6.361 1.192 0.315
C 6.049 1.062 2.715
C 1.259 -0.371 1.996
O -6.984 0.840 0.823
C 2.100 -1.599 1.369
H 2.658 -1.287 0.417
H 5.664 -7.096 0.619
H -1.125 6.194 -3.847
O -2.405 5.689 -0.186
C -7.201 -0.441 0.166
C -4.868 6.971 -3.218
C 1.209 -2.872 0.979
O 4.491 -5.216 -0.412
C -1.050 1.248 0.141
C -2.723 6.277 -2.388
H -5.200 -1.569 0.435
H -2.687 1.106 1.764
C 6.961 2.437 0.466
C -5.605 1.098 1.030
H -5.240 1.505 -1.181
H -4.957 7.407 -5.320
C -3.552 2.286 0.034
C 4.830 -8.970 1.234
S -2.148 -1.479 0.727
H 0.797 -2.840 -0.096
C 2.449 -9.234 0.935
H -3.258 2.788 -0.944
H -3.058 -1.988 -0.212
H 5.784 -9.370 1.559
H 0.379 2.652 0.683
C -6.310 -1.641 0.723
O 2.352 -5.430 -0.631
C -1.151 -0.279 -0.309
N 3.452 -5.845 -0.294
H -4.119 3.089 0.637
C -1.709 -0.081 -1.829
C 3.528 -7.187 0.287
C -2.332 1.822 0.958
H 7.567 3.969 1.846
N -1.103 1.202 -2.287
H -2.564 6.914 -5.712
O -5.203 1.288 2.191
H -4.206 0.110 -0.455
C 3.678 -9.742 1.346
H 7.316 2.977 -0.406
C 5.903 0.514 1.442
H -2.803 -0.305 -2.035
C -4.648 1.138 -0.269
H 1.554 -9.840 1.025
H 3.738 -10.746 1.754
H 6.768 2.744 3.842
O 5.154 -1.245 0.158
N -1.881 5.824 -1.279
C -2.172 6.408 -3.661
C -4.068 6.561 -2.158
H 1.513 0.442 -0.126
O 4.829 -1.337 2.294
H 1.900 -3.788 1.000
C 2.369 -7.951 0.405
H 5.699 0.538 3.597
C -2.981 6.816 -4.715
H -0.207 2.992 -1.383
H -4.502 6.467 -1.169
H -0.214 -0.887 -0.511
H 6.257 0.769 -0.678
C -0.695 1.960 -1.270
H 2.903 -1.911 2.135
H -5.917 7.193 -3.050
*
```

Löwdin population analysis, charges in e, atoms 1 to 5: atom 1 (C): -0.059, atom 2 (H): 0.132, atom 3 (H): 0.125, atom 4 (H): 0.117, atom 5 (C): 0.001


Computed, not measured: 7 unconnected molecules or ions with the total composition C32H43BF8IO12PS in a non-equilibrium geometry, with the ωB97M-V functional and the def2-TZVPD basis.

The energy comes out at -109092.679 eV. For the HOMO energy, the calculation gives -0.3320 hartree. The SMILES is CB(O)c1cc(F)c2c(c1)C(=O)C(S(=O)(=O)C(F)(F)C(F)(F)C(F)(F)F)=C(P(O)I)C2=O.CC(C)=O.CC(C)=O.CC(C)=O.CC(C)=O.CC(C)=O.CC(C)=O.

```
! wB97M-V def2-TZVPD RIJCOSX def2/J DEFGRID3
* xyz 0 1
C 1.415 -4.652 -1.314
C 3.927 -3.793 -0.570
H 6.907 -5.356 -2.947
H 1.218 0.437 1.299
O -6.166 5.460 2.252
C 4.357 1.461 6.842
H 5.764 0.774 -5.702
H 1.906 -0.613 0.043
H -3.280 3.642 1.782
O -0.063 -6.097 -2.396
H 4.909 -3.474 -0.260
H -7.322 6.238 -0.497
H -5.528 4.000 -1.815
C 4.749 -0.001 -2.459
H -4.136 3.051 -1.272
C -0.907 -3.893 0.183
H -6.163 -0.176 -1.254
C 0.423 -4.114 0.863
F -2.851 -1.261 -1.815
C 3.728 -4.264 -1.871
H 6.199 1.673 -4.234
O 4.688 -4.173 -4.202
C -2.901 5.353 0.567
H 4.608 -0.964 -1.976
H 3.483 1.929 7.297
F -3.115 -3.074 -4.193
F -2.490 -0.731 -3.880
I -2.057 -3.387 3.390
C 2.874 -3.735 0.335
B 4.937 -4.326 -2.878
H 4.509 1.621 -4.775
H 3.383 -0.310 3.544
C 4.172 -0.037 6.785
C 3.333 0.131 1.449
O -1.465 -1.429 0.927
H 4.594 0.860 3.004
H 5.238 1.706 7.437
H -0.707 -1.368 1.526
C -5.016 3.044 -1.911
H -3.631 7.332 0.929
C -7.818 4.068 1.261
C -1.079 -4.413 -1.041
P -2.247 -2.860 1.023
C 3.976 -0.750 8.100
H -8.499 6.771 0.720
F -0.978 -3.319 -3.918
C 0.073 -5.158 -1.678
H 3.087 -0.369 8.604
C -5.401 0.531 -1.572
F 0.145 -1.952 -2.033
C -7.059 5.356 1.437
O 4.207 0.191 0.614
C 6.415 -4.578 -2.368
C 3.564 0.533 2.881
O 5.395 -1.300 -4.354
C -0.615 -0.969 -2.525
O -2.633 -5.460 -2.860
H 4.842 -0.591 8.744
H -6.831 7.375 0.777
C 5.213 -0.199 -3.883
C -2.118 -2.965 -3.318
C -3.184 4.719 1.900
H -4.704 2.912 -2.949
H -2.371 4.932 2.598
H 1.700 -1.229 1.698
H 6.429 -4.876 -1.328
O -2.833 4.701 -0.452
H -1.885 7.136 1.186
H -8.879 4.232 1.458
H 3.802 0.541 -2.448
C 1.594 -4.156 -0.032
H 5.488 0.569 -1.896
F -0.040 -0.497 -3.619
F -0.690 -0.003 -1.629
H 6.994 -3.668 -2.500
H 2.893 1.352 3.149
H -5.102 0.297 -2.595
S -2.552 -4.285 -2.054
H -7.438 3.324 1.955
H -4.534 0.441 -0.917
O 0.511 -4.240 2.048
H -7.699 3.693 0.242
O -3.732 -3.918 -1.339
H 4.488 1.850 5.835
H -2.537 7.188 -0.464
H 3.856 -1.815 7.921
H -4.127 5.115 2.285
C 5.436 1.050 -4.703
H 5.264 -4.727 -4.735
C -2.727 6.852 0.553
C 2.450 -4.701 -2.237
C -7.453 6.511 0.551
O -7.082 2.157 -1.135
O 4.180 -0.635 5.735
C -5.949 1.935 -1.505
C 1.946 -0.351 1.098
F 3.104 -3.274 1.571
C -2.052 -1.483 -2.855
H 2.273 -5.070 -3.234
*
```

Löwdin population analysis, charges in e, atoms 1 to 5: atom 1 (C): -0.091, atom 2 (C): 0.063, atom 3 (H): 0.065, atom 4 (H): 0.093, atom 5 (O): 0.037


- Look up the energy of the second one.
  -109092.679 eV